No. 1
# C19H23N5O3S

C19H23N5O3S in the gas phase (ωB97M-V/def2-TZVPD, OMol25).

Element x y z (Å)
C  -0.69  3.95  -4.25
C  0.63  3.91  -3.48
C  0.71  2.67  -2.64
N  0.46  2.77  -1.39
N  0.47  1.69  -0.60
C  0.07  1.89  0.78
C  -1.22  1.08  1.03
O  -2.16  1.13  0.26
N  -1.20  0.39  2.18
C  -2.22  -0.57  2.50
C  -1.96  -1.94  1.84
C  -0.53  -2.44  2.08
N  -0.21  -2.57  3.48
C  -0.53  -3.78  4.22
C  -0.28  -3.39  5.68
C  0.73  -2.25  5.58
C  0.49  -1.67  4.20
O  0.87  -0.59  3.80
C  0.72  0.40  -1.02
O  0.69  -0.54  -0.24
C  1.02  0.31  -2.43
C  1.34  -0.79  -3.20
C  1.53  -0.31  -4.49
S  1.94  -0.89  -6.06
C  1.83  0.72  -6.69
C  1.49  1.67  -5.77
C  1.32  1.08  -4.50
N  1.00  1.46  -3.22
H  -0.74  4.84  -4.86
H  -0.79  3.08  -4.90
H  -1.53  3.95  -3.56
H  0.68  4.76  -2.81
H  1.48  3.95  -4.16
H  0.86  1.57  1.45
H  -0.13  2.96  0.90
H  -0.31  0.26  2.67
H  -3.18  -0.18  2.14
H  -2.26  -0.68  3.59
H  -2.09  -1.83  0.76
H  -2.69  -2.66  2.21
H  0.17  -1.75  1.63
H  -0.41  -3.42  1.61
H  0.13  -4.60  3.90
H  -1.56  -4.08  4.03
H  -1.20  -3.04  6.13
H  0.09  -4.23  6.27
H  1.76  -2.61  5.62
H  0.61  -1.49  6.35
H  1.42  -1.80  -2.85
H  2.02  0.88  -7.74
H  1.39  2.71  -6.02

Properties
max |F|	0.983	eV Å⁻¹
relative energy (zero: lowest compared OMol25 entry of this formula, charge and spin)	0.0	kcal per mole
structure (SMILES)	CCc1nn(CC(=O)NCCCN2CCCC2=O)c(=O)c2cc3sccc3n12
E_tot	-44505.95557	eV
net charge	0
gap between HOMO and LUMO	8.6	eV

The net atomic charges from Löwdin, expressed in e, are: -0.082, -0.166, -0.258, 0.172, -0.050, -0.023, -0.494, 0.066, 0.069, -0.166, -0.138, -0.136, -0.056, -0.141, -0.150, -0.074, -0.452, 0.045, -0.355, 0.082, -0.086, 0.022, -0.479, 1.029, -0.400, -0.116, -0.240, 0.103, 0.074, 0.065, 0.082, 0.115, 0.103, 0.130, 0.133, 0.086, 0.121, 0.118, 0.117, 0.105, 0.101, 0.130, 0.127, 0.122, 0.113, 0.108, 0.126, 0.120, 0.117, 0.062, 0.099


No. 2
# C19H23N5O4PdS2

C19H23N5O4PdS2 as an isolated structure (ωB97M-V/def2-TZVPD, OMol25).

Element x y z (Å)
Pd  0.79  0.60  0.96
O  1.81  2.48  0.62
N  1.20  3.50  0.09
C  1.93  4.44  -0.54
C  1.32  5.57  -1.04
C  -0.05  5.76  -0.90
C  -0.79  4.80  -0.25
C  -0.17  3.64  0.26
S  -1.01  2.42  1.06
H  2.99  4.23  -0.60
H  1.94  6.31  -1.54
H  -0.53  6.65  -1.28
H  -1.86  4.90  -0.10
N  -5.58  -3.02  -3.53
C  -4.84  -2.55  -2.55
C  -4.52  -3.37  -1.42
C  -3.76  -2.87  -0.41
C  -3.30  -1.54  -0.49
C  -3.61  -0.71  -1.58
C  -4.36  -1.20  -2.61
S  -2.37  -0.88  0.90
O  -2.53  -1.85  1.94
O  -2.86  0.45  1.06
N  -0.85  -0.77  0.39
C  -0.10  -1.95  0.35
N  1.16  -1.69  0.72
C  1.99  -2.72  0.83
C  1.56  -4.00  0.54
C  0.26  -4.14  0.09
N  -0.59  -3.11  -0.02
H  -5.95  -3.97  -3.50
H  -5.83  -2.46  -4.33
H  -4.90  -4.39  -1.39
H  -3.52  -3.46  0.46
H  -3.26  0.32  -1.59
H  -4.62  -0.58  -3.46
H  3.00  -2.50  1.14
H  2.22  -4.85  0.64
H  -0.13  -5.11  -0.20
C  2.34  0.56  3.67
C  3.48  0.63  2.68
O  3.01  0.29  1.36
C  3.99  0.57  0.35
C  3.44  0.27  -1.02
H  2.71  0.72  4.68
H  1.86  -0.42  3.65
H  1.60  1.33  3.47
H  4.27  -0.08  2.94
H  3.92  1.63  2.64
H  4.86  -0.05  0.56
H  4.29  1.62  0.44
H  3.16  -0.78  -1.11
H  4.21  0.47  -1.77
H  2.57  0.88  -1.26

Properties
max |F|	0.718	eV Å⁻¹
relative energy (zero: lowest compared OMol25 entry of this formula, charge and spin)	24.6	kcal per mole
spin multiplicity	5
E_tot	-60847.68329	eV
net charge	+2
gap between HOMO and LUMO (spin up / spin down)	8.9 / 5.8	eV

The net atomic charges from Löwdin, expressed in e, are: 0.967, -0.197, -0.181, 0.032, 0.022, -0.012, -0.037, -0.582, 1.003, 0.155, 0.135, 0.132, 0.126, 0.256, -0.233, 0.047, -0.014, -0.184, -0.010, 0.042, 0.556, -0.253, -0.392, -0.199, -0.478, 0.060, -0.076, -0.011, -0.065, 0.159, 0.151, 0.150, 0.136, 0.126, 0.129, 0.134, 0.128, 0.118, 0.125, -0.070, -0.235, -0.319, -0.249, -0.066, 0.097, 0.080, 0.063, 0.134, 0.128, 0.135, 0.117, 0.070, 0.094, 0.058


No. 3
# C19H23N6O3PdS2

C19H23N6O3PdS2 as an isolated structure at a distorted geometry (ωB97M-V/def2-TZVPD, OMol25).

Element x y z (Å)
Pd  0.68  0.63  -0.84
N  -5.39  -2.29  3.93
C  -4.75  -1.48  2.98
C  -4.09  -2.05  1.89
C  -3.49  -1.25  0.94
C  -3.54  0.13  1.07
C  -4.22  0.71  2.13
C  -4.82  -0.09  3.08
S  -2.75  1.13  -0.18
O  -3.39  2.42  -0.20
O  -2.81  0.34  -1.39
N  -1.16  1.23  0.18
C  -0.71  1.89  1.27
N  -1.55  2.41  2.19
C  -1.01  3.04  3.22
C  0.36  3.19  3.39
C  1.14  2.62  2.39
N  0.64  1.98  1.36
H  -5.04  -3.23  4.00
H  -5.53  -1.85  4.82
H  -4.06  -3.13  1.80
H  -2.99  -1.67  0.08
H  -4.27  1.79  2.18
H  -5.35  0.35  3.92
H  -1.71  3.43  3.95
H  0.78  3.72  4.23
H  2.23  2.67  2.44
C  5.88  2.59  -3.94
C  4.78  1.91  -3.18
C  4.99  0.69  -2.53
C  3.91  0.18  -1.82
N  2.76  0.80  -1.78
C  2.61  1.96  -2.47
S  1.04  2.61  -2.39
N  3.61  2.54  -3.15
H  6.77  1.96  -3.98
H  6.14  3.53  -3.44
H  5.56  2.83  -4.95
H  5.93  0.17  -2.58
H  3.97  -0.75  -1.27
C  1.45  -2.50  -2.43
C  0.81  -2.34  -1.04
C  1.04  -3.63  -0.23
C  -0.71  -2.17  -1.21
O  1.40  -1.29  -0.34
H  1.00  -3.32  -2.99
H  2.52  -2.67  -2.33
H  1.30  -1.57  -2.98
H  0.60  -4.50  -0.73
H  0.59  -3.51  0.76
H  2.11  -3.80  -0.10
H  -1.18  -3.06  -1.64
H  -0.93  -1.32  -1.86
H  -1.15  -1.96  -0.24

Properties
max |F|	2.835	eV Å⁻¹
relative energy (zero: lowest compared OMol25 entry of this formula, charge and spin)	9.0	kcal per mole
E_tot	-60311.61229	eV
net charge	-1
gap between HOMO and LUMO (spin up / spin down)	7.4 / 7.5	eV

The net atomic charges from Löwdin, expressed in e, are: 0.777, 0.080, -0.332, -0.031, -0.059, -0.276, -0.068, -0.040, 0.590, -0.311, -0.333, -0.177, -0.469, 0.123, -0.153, -0.086, -0.151, 0.082, 0.079, 0.078, 0.107, 0.086, 0.103, 0.104, 0.102, 0.083, 0.104, -0.043, -0.349, -0.032, -0.120, -0.033, -0.870, 0.584, 0.095, 0.067, 0.080, 0.078, 0.095, 0.114, -0.063, -0.766, -0.064, -0.076, -0.323, 0.073, 0.066, 0.068, 0.070, 0.075, 0.071, 0.083, 0.058, 0.054


No. 4
# C19H23N6OPRuSSe3Te

C19H23N6OPRuSSe3Te as an isolated structure at a distorted geometry (ωB97M-V/def2-TZVPD, OMol25).

Element x y z (Å)
Ru  0.82  0.77  -0.83
C  -3.31  -2.78  0.59
N  -2.52  -1.58  0.52
C  -2.83  -0.40  1.12
C  -1.82  0.47  0.82
N  -0.91  -0.16  0.05
C  -1.34  -1.40  -0.12
P  -0.48  -2.70  -1.09
C  -0.34  -1.73  -2.64
N  0.34  -0.61  -2.80
C  0.20  -0.25  -4.09
C  -0.58  -1.18  -4.73
N  -0.92  -2.11  -3.80
C  -1.75  -3.26  -3.99
C  1.19  -2.32  -0.46
N  1.78  -1.14  -0.33
C  2.98  -1.36  0.24
C  3.13  -2.70  0.47
N  2.00  -3.29  0.03
C  1.70  -4.70  0.03
H  -4.12  -2.62  1.30
H  -3.74  -3.02  -0.39
H  -2.70  -3.62  0.91
H  -3.74  -0.24  1.66
H  -1.70  1.50  1.11
H  0.65  0.64  -4.48
H  -0.90  -1.24  -5.75
H  -1.99  -3.37  -5.05
H  -1.24  -4.16  -3.64
H  -2.69  -3.15  -3.43
H  3.65  -0.55  0.47
H  3.94  -3.24  0.92
H  2.56  -5.26  0.39
H  0.85  -4.90  0.69
H  1.45  -5.03  -0.97
Se  -0.53  2.50  -1.53
Se  2.88  5.54  -1.06
Te  2.41  3.80  -2.62
Se  2.88  1.63  -1.41
C  2.40  2.14  3.64
S  0.94  1.31  2.91
O  1.40  0.81  1.57
C  0.06  2.85  2.54
C  0.54  3.69  1.56
C  -0.14  4.86  1.29
C  -1.30  5.16  1.99
C  -1.79  4.30  2.96
C  -1.10  3.14  3.25
H  2.73  2.94  2.99
H  3.19  1.40  3.77
H  2.10  2.54  4.60
H  1.44  3.44  1.01
H  0.25  5.55  0.55
H  -1.84  6.07  1.77
H  -2.70  4.54  3.49
H  -1.44  2.45  4.01

Properties
max |F|	4.169	eV Å⁻¹
spin multiplicity	2
E_tot	-257096.85854	eV
net charge	+1
gap between HOMO and LUMO (spin up / spin down)	5.0 / 5.0	eV

The net atomic charges from Löwdin, expressed in e, are: 0.448, -0.023, -0.127, -0.026, -0.151, -0.090, -0.427, 1.192, -0.449, 0.015, -0.113, -0.033, -0.129, -0.027, -0.436, -0.073, -0.139, -0.027, -0.132, -0.034, 0.099, 0.094, 0.090, 0.127, 0.076, 0.110, 0.127, 0.101, 0.087, 0.094, 0.089, 0.127, 0.100, 0.092, 0.089, 0.167, -0.102, 0.368, -0.085, -0.200, 0.968, -0.624, -0.416, -0.137, -0.084, -0.057, -0.065, -0.101, 0.058, 0.054, 0.062, 0.070, 0.076, 0.111, 0.110, 0.109


No. 5
# C19H23NO

C19H23NO in the gas phase (ωB97M-V/def2-TZVPD, OMol25).

Element x y z (Å)
O  -0.70  -2.50  0.90
C  -0.61  -1.61  0.08
C  0.52  -0.59  0.05
C  1.12  -0.42  1.44
C  2.19  0.68  1.47
C  3.33  0.36  0.54
C  4.28  -0.59  0.90
C  5.32  -0.91  0.04
C  5.42  -0.28  -1.19
C  4.48  0.67  -1.56
C  3.44  0.98  -0.69
N  -1.49  -1.47  -0.94
C  -2.72  -2.24  -1.00
C  -3.79  -1.72  -0.03
C  -4.28  -0.31  -0.36
C  -3.23  0.75  -0.13
C  -2.72  1.50  -1.19
C  -1.75  2.46  -0.97
C  -1.28  2.69  0.31
C  -1.78  1.95  1.37
C  -2.75  0.99  1.15
H  1.28  -0.95  -0.64
H  0.14  0.36  -0.31
H  1.55  -1.37  1.76
H  0.33  -0.17  2.15
H  2.57  0.78  2.49
H  1.73  1.63  1.18
H  4.21  -1.08  1.86
H  6.05  -1.65  0.33
H  6.23  -0.53  -1.86
H  4.55  1.16  -2.51
H  2.71  1.73  -0.98
H  -1.44  -0.64  -1.51
H  -3.08  -2.22  -2.03
H  -2.46  -3.26  -0.72
H  -3.38  -1.75  0.97
H  -4.64  -2.41  -0.07
H  -5.14  -0.09  0.27
H  -4.62  -0.27  -1.40
H  -3.09  1.33  -2.19
H  -1.37  3.03  -1.80
H  -0.52  3.44  0.48
H  -1.42  2.13  2.37
H  -3.15  0.43  1.98

Properties
max |F|	0.757	eV Å⁻¹
relative energy (zero: lowest compared OMol25 entry of this formula, charge and spin)	0.0	kcal per mole
structure (SMILES)	O=C(CCCc1ccccc1)NCCCc1ccccc1
E_tot	-23615.07247	eV
net charge	0
gap between HOMO and LUMO	9.7	eV

The net atomic charges from Löwdin, expressed in e, are: 0.070, -0.497, -0.101, -0.183, -0.156, -0.250, -0.042, -0.085, -0.099, -0.088, -0.054, 0.059, -0.175, -0.173, -0.149, -0.249, -0.067, -0.090, -0.106, -0.084, -0.037, 0.130, 0.100, 0.116, 0.110, 0.117, 0.105, 0.115, 0.101, 0.098, 0.100, 0.110, 0.119, 0.121, 0.120, 0.106, 0.112, 0.119, 0.112, 0.113, 0.103, 0.102, 0.107, 0.120


No. 6
# C19H23NO2S

C19H23NO2S in the gas phase at a distorted geometry (ωB97M-V/def2-TZVPD, OMol25).

Element x y z (Å)
C  -2.24  3.13  2.19
C  -2.27  2.09  1.11
C  -1.21  1.93  0.23
C  -1.24  0.97  -0.77
C  -2.36  0.16  -0.92
C  -2.40  -0.87  -2.00
S  -2.91  -2.52  -1.39
C  -1.68  -2.75  -0.04
C  -0.29  -2.62  -0.54
C  0.44  -3.38  -1.41
C  1.69  -2.74  -1.53
C  1.64  -1.64  -0.72
C  2.68  -0.63  -0.45
O  3.80  -0.71  -0.92
N  2.27  0.38  0.35
C  3.15  1.44  0.79
C  3.11  1.57  2.32
C  2.01  2.60  2.57
C  2.25  3.64  1.47
C  2.70  2.82  0.25
O  0.43  -1.56  -0.12
C  -3.43  0.32  -0.05
C  -3.38  1.26  0.96
H  -2.61  2.72  3.13
H  -1.23  3.50  2.34
H  -2.88  3.96  1.92
H  -0.34  2.57  0.33
H  -0.40  0.87  -1.44
H  -3.16  -0.63  -2.75
H  -1.44  -0.98  -2.50
H  -1.88  -2.01  0.73
H  -1.88  -3.75  0.34
H  0.11  -4.27  -1.90
H  2.53  -3.05  -2.12
H  1.32  0.39  0.68
H  4.14  1.16  0.42
H  2.92  0.62  2.80
H  4.06  1.96  2.68
H  2.06  3.03  3.57
H  1.03  2.14  2.45
H  1.37  4.24  1.27
H  3.06  4.31  1.78
H  3.51  3.31  -0.28
H  1.88  2.68  -0.45
H  -4.29  -0.32  -0.16
H  -4.22  1.37  1.63

Properties
max |F|	1.233	eV Å⁻¹
relative energy (zero: lowest compared OMol25 entry of this formula, charge and spin)	0.0	kcal per mole
structure (SMILES)	Cc1ccc(CSCc2ccc(C(=O)NC3CCCC3)o2)cc1
E_tot	-36497.33551	eV
net charge	0
gap between HOMO and LUMO	9.1	eV

The net atomic charges from Löwdin, expressed in e, are: -0.045, -0.276, -0.043, -0.041, -0.311, -0.413, 0.869, -0.373, -0.344, -0.007, 0.026, -0.174, -0.432, 0.072, 0.112, -0.287, -0.136, -0.198, -0.193, -0.122, 0.067, -0.056, -0.036, 0.081, 0.064, 0.086, 0.090, 0.116, 0.083, 0.080, 0.086, 0.083, 0.115, 0.120, 0.130, 0.143, 0.116, 0.117, 0.108, 0.093, 0.097, 0.109, 0.109, 0.099, 0.104, 0.114


> What is the E_tot in the fourth record?

-257096.85854 eV


> Among the records above, which one has the highest net charge?

C19H23N5O4PdS2